Entry i
This record from OMol25 describes C2H8N2O as an isolated structure. The level of theory is wB97M-V/def2-TZVPD.

- Net charge: 0
- HOMO level: -9.22 eV
- LUMO: 0.89 eV
- Frontier orbital gap: 10.115 eV

Last column: Löwdin charge in e.
Geometry (Å):
H 0.259 0.972 2.266  0.01
H -0.896 1.782 -0.637  0.14
H -2.395 -0.053 0.369  0.11
C 0.419 -1.269 -0.463  -0.02
C 0.384 0.230 -0.603  -0.53
O -2.006 0.104 -0.509  -0.05
H 0.202 0.762 3.012  0.02
H -0.429 -1.710 -0.986  0.07
N -0.816 0.827 -0.293  -0.05
H 2.240 0.549 -0.993  0.04
H 1.343 -1.665 -0.870  0.07
H 0.356 -1.536 0.596  0.08
N 1.338 1.008 -0.889  0.11


Entry ii
This record from OMol25 describes a 2-piece molecular cluster, C2H8N2O overall. The level of theory is wB97M-V/def2-TZVPD.

- Net charge: 0
- HOMO level: -8.87 eV
- LUMO: 0.93 eV
- Frontier orbital gap: 9.802 eV

Last column: Löwdin charge in e.
Geometry (Å):
H -0.357 2.683 3.761  0.03
N 0.168 -1.720 -0.907  -0.04
O 0.436 2.425 3.276  -0.06
H 0.864 0.202 -0.321  0.04
N -0.955 0.238 -1.788  0.05
H 1.141 2.931 3.672  0.02
C 0.998 -0.828 -0.001  -0.11
H -1.480 -1.812 -2.010  0.10
H -0.016 0.531 -1.990  0.07
C -0.830 -1.133 -1.446  -0.32
H -1.642 0.329 -2.514  0.07
H 0.901 -1.164 1.020  0.07
H 2.021 -0.984 -0.392  0.07


How far above the most stable structure does each one sit? In kcal/mol: entry i 28.2; entry ii 0.0.


Entry i
This record from OMol25 describes a 2-piece molecular cluster, C2H8N2O overall. The level of theory is wB97M-V/def2-TZVPD.

- Net charge: 0
- HOMO level: -7.76 eV
- LUMO: 1.01 eV
- Frontier orbital gap: 8.772 eV

Last column: Löwdin charge in e.
Geometry (Å):
H -0.458 -1.701 1.881  -0.03
N -0.255 1.004 -2.367  0.05
H 0.283 1.062 -3.174  0.06
O -0.967 -2.114 2.570  -0.07
H -1.820 -1.652 2.410  0.05
H 1.411 -0.671 1.211  0.05
H 1.382 1.361 -1.145  0.14
C -0.145 0.265 -0.041  -0.19
H -0.783 -0.642 0.055  0.10
H 1.363 0.949 1.107  0.05
N 0.847 0.102 1.018  -0.03
C 0.336 0.856 -1.122  -0.23
H -1.194 1.182 -2.402  0.05


Entry ii
This record from OMol25 describes a 2-piece molecular cluster, C2H8N2O overall. The level of theory is wB97M-V/def2-TZVPD.

- Net charge: 0
- HOMO level: -9.66 eV
- LUMO: 0.67 eV
- Frontier orbital gap: 10.325 eV

Last column: Löwdin charge in e.
Geometry (Å):
N -0.983 -1.514 -0.119  0.00
H -0.704 -2.020 -0.965  0.07
H -1.665 0.166 -1.184  0.10
H -0.023 0.327 -0.820  0.05
N -1.208 0.765 0.716  -0.01
H -2.147 0.671 1.099  0.06
H -0.700 0.350 1.502  0.06
O 1.963 -0.392 -0.170  -0.02
H -0.163 -1.810 0.416  0.06
H 2.130 1.482 -0.906  0.09
C -0.930 -0.107 -0.441  -0.40
H 2.278 1.296 0.921  0.09
C 2.152 0.784 -0.049  -0.15


Entry iii
This record from OMol25 describes a 2-piece molecular cluster, C2H8N2O overall. The level of theory is wB97M-V/def2-TZVPD.

- Net charge: 0
- HOMO level: -8.38 eV
- LUMO: 0.85 eV
- Frontier orbital gap: 9.232 eV

Last column: Löwdin charge in e.
Geometry (Å):
H 0.259 2.262 -0.350  0.14
C 1.015 0.594 0.310  -0.23
H -0.162 -1.988 2.006  0.06
H -0.953 0.193 -1.534  0.02
N 0.508 1.327 -0.821  -0.07
H -2.011 -0.726 -1.319  -0.05
O -1.784 -0.195 -2.020  -0.08
H -0.408 -0.901 0.120  0.07
H 0.189 -0.731 2.935  0.08
C 0.329 -0.514 0.787  -0.18
H 1.920 1.038 0.792  0.10
H 0.873 0.812 -1.682  0.13
N 0.422 -1.167 2.051  0.02


How far above the most stable structure does each one sit? In kcal/mol: entry i 13.6; entry ii 0.0; entry iii 23.5.


Entry i
This record from OMol25 describes a 2-piece molecular cluster, C6H14N3O overall. The level of theory is wB97M-V/def2-TZVPD.

- Net charge: +1
- HOMO level: -11.44 eV
- LUMO: -3.16 eV
- Frontier orbital gap: 8.286 eV

Last column: Löwdin charge in e.
Geometry (Å):
N 1.119 0.575 0.112  -0.18
H -1.722 1.827 -0.388  0.12
C -1.550 -0.267 -0.660  -0.24
C 1.925 -0.380 -0.646  -0.05
H 2.486 -2.113 0.712  0.09
H 1.645 -0.441 -1.638  0.10
H -3.598 1.780 0.598  0.12
C 0.199 0.048 0.907  -0.10
H 2.217 2.345 0.587  0.10
C 1.359 1.985 0.034  -0.03
H -1.499 -2.165 -1.229  0.11
O -3.210 0.889 0.668  0.02
H -0.329 0.730 1.605  0.18
H 1.203 -2.495 -0.445  0.15
N -1.920 -1.600 -0.491  0.10
C -2.224 0.865 -0.269  -0.20
H -2.734 -1.746 0.035  0.08
H -0.764 -0.006 -1.388  0.13
N 0.517 -1.264 1.126  0.07
C 1.665 -1.665 0.271  -0.05
H 0.090 -1.826 1.802  0.13
H 0.534 2.576 0.380  0.08
H 2.906 0.053 -0.665  0.13
H 1.687 2.296 -1.016  0.13


Entry ii
This record from OMol25 describes a 2-piece molecular cluster, C6H14N3O overall. The level of theory is wB97M-V/def2-TZVPD.

- Net charge: +1
- HOMO level: -11.96 eV
- LUMO: -3.31 eV
- Frontier orbital gap: 8.648 eV

Last column: Löwdin charge in e.
Geometry (Å):
H -0.752 -1.189 -0.870  0.20
H -3.359 1.228 -0.623  0.12
H 0.044 1.953 0.776  0.09
C -2.747 0.361 -0.334  -0.04
C -1.319 0.732 -0.405  -0.38
H -3.063 -0.189 0.576  0.12
C 1.719 -2.565 -0.378  0.13
N 1.456 0.160 1.101  0.06
H 0.752 -2.921 -0.702  0.01
H -1.172 1.064 1.554  0.05
C -1.011 1.667 0.754  -0.01
H 1.456 -0.201 2.025  0.15
H 3.041 1.643 -1.225  0.17
N -0.516 -0.477 -0.132  0.12
H -1.563 2.564 0.938  0.10
O 2.581 0.969 0.753  0.05
H 2.007 -2.868 0.636  0.04
C 2.473 0.930 -0.601  -0.15
C 0.933 -0.451 -0.059  -0.36
H 2.534 -2.540 -0.977  -0.01
H -1.038 1.084 -1.369  0.15
N 1.572 0.213 -1.079  0.13
H -1.041 -0.776 0.697  0.18
H -2.986 -0.390 -1.057  0.08


How far above the most stable structure does each one sit? In kcal/mol: entry i 0.0; entry ii 75.0.


Entry i
This record from OMol25 describes a single C4H8O2S molecule. The level of theory is wB97M-V/def2-TZVPD.

- Net charge: 0
- HOMO level: -9.90 eV
- LUMO: 0.50 eV
- Frontier orbital gap: 10.402 eV

Last column: Löwdin charge in e.
Geometry (Å):
H -0.727 -1.233 -1.303  0.11
H -0.608 -0.865 1.668  0.11
H -0.277 0.952 -1.644  0.13
H 0.357 1.324 1.337  0.11
H -1.247 1.110 0.936  0.14
C 0.146 1.485 -0.728  -0.28
C -0.226 0.897 0.573  -0.23
C -1.120 -1.367 -0.289  -0.32
O -1.994 -2.110 0.093  0.06
C -0.205 -0.629 0.681  -0.58
O 1.586 1.538 -0.853  -0.14
S 1.482 -1.413 0.449  0.77
H 1.123 -2.732 0.645  -0.09
H 1.926 0.505 -0.802  0.08
H -0.217 2.540 -0.764  0.13


Entry ii
This record from OMol25 describes a single C4H8O2S molecule. The level of theory is wB97M-V/def2-TZVPD.

- Net charge: 0
- HOMO level: -9.18 eV
- LUMO: 0.63 eV
- Frontier orbital gap: 9.809 eV

Last column: Löwdin charge in e.
Geometry (Å):
H -1.160 -1.314 -1.992  0.13
H -2.315 -1.638 -0.640  0.11
O -0.354 -1.723 1.043  0.08
C -0.440 -0.879 0.190  -0.41
C 0.209 1.601 0.851  -0.11
H -0.029 2.297 0.065  0.05
H 0.887 2.218 1.454  0.10
C 0.756 0.283 0.412  -0.68
C -1.432 -0.955 -0.882  -0.06
S 1.384 0.736 -1.423  0.70
H 1.590 -1.225 1.328  0.09
H -1.892 0.038 -1.100  0.09
O 1.730 -0.276 1.242  -0.02
H -0.672 1.285 1.406  0.09
H 1.737 -0.448 -1.953  -0.17


How far above the most stable structure does each one sit? In kcal/mol: entry i 2.0; entry ii 0.0.


Entry i
This record from OMol25 describes a 2-piece molecular cluster, C4H8O2S overall. The level of theory is wB97M-V/def2-TZVPD.

- Net charge: 0
- HOMO level (alpha / beta): -9.02 / -9.02 eV
- LUMO (alpha / beta): -0.17 / -0.17 eV
- Frontier orbital gap (alpha / beta): 8.851 / 8.851 eV

Last column: Löwdin charge in e.
Geometry (Å):
C 1.453 1.155 -0.673  -0.34
H -0.820 -1.530 0.898  0.09
C 2.168 0.182 0.210  -0.04
S -1.984 1.329 -0.500  0.91
H -2.249 -0.696 -1.583  0.08
C -1.852 -1.272 0.560  -0.15
H 1.504 -0.618 0.462  0.06
H -2.449 -2.101 0.386  0.04
H 1.262 2.163 -0.345  0.10
O -1.450 1.750 0.863  -0.61
O 0.900 0.865 -1.699  0.01
H 2.263 0.756 1.217  0.11
H 3.164 -0.073 -0.075  0.07
H -2.438 -0.608 1.392  0.14
C -1.997 -0.365 -0.543  -0.47


Entry ii
This record from OMol25 describes a single C4H8O2S molecule. The level of theory is wB97M-V/def2-TZVPD.

- Net charge: 0
- HOMO level: -8.46 eV
- LUMO: 0.52 eV
- Frontier orbital gap: 8.977 eV

Last column: Löwdin charge in e.
Geometry (Å):
H 0.087 -2.213 1.101  0.10
H 1.940 1.279 -0.735  0.10
H -1.509 -1.120 2.051  0.10
H 0.126 -1.562 -0.593  0.13
S -1.652 0.769 0.442  0.87
H 0.481 2.267 -1.072  0.13
C -0.072 -1.377 0.500  -0.28
H -2.450 -1.552 0.592  0.11
O 0.570 0.393 -1.942  -0.10
C 0.281 0.897 0.326  -0.51
H 0.499 1.736 1.004  0.11
C -1.499 -0.918 0.899  -0.53
C 0.931 1.277 -0.935  -0.33
H 1.549 0.442 -2.549  0.23
O 0.719 -0.318 0.910  -0.14


Entry iii
This record from OMol25 describes a single C4H8O2S molecule. The level of theory is wB97M-V/def2-TZVPD.

- Net charge: 0
- HOMO level: -9.08 eV
- LUMO: 0.40 eV
- Frontier orbital gap: 9.479 eV

Last column: Löwdin charge in e.
Geometry (Å):
H -0.029 1.379 -0.099  0.08
C 1.313 -0.312 -0.400  -0.59
H 1.368 -1.353 -0.213  0.04
O -0.601 -0.568 1.984  0.05
C 0.024 0.483 -0.653  -0.25
C -1.538 0.155 1.110  -0.43
H 0.040 0.949 -1.703  0.11
H -2.085 0.022 -0.996  0.11
O -2.655 0.508 1.461  0.11
H 1.970 0.075 0.444  0.09
C -1.326 -0.265 -0.305  -0.09
H -0.959 -0.150 2.774  0.09
H -1.174 -1.316 -0.397  0.12
H 3.284 0.592 -1.137  -0.10
S 2.366 -0.198 -1.870  0.67


How far above the most stable structure does each one sit? In kcal/mol: entry i 30.4; entry ii 22.9; entry iii 0.0.


Entry i
This record from OMol25 describes a 2-piece molecular cluster, H4NO2PS overall. The level of theory is wB97M-V/def2-TZVPD.

- Net charge: 0
- HOMO level: -9.40 eV
- LUMO: 0.20 eV
- Frontier orbital gap: 9.603 eV

Last column: Löwdin charge in e.
Geometry (Å):
H 0.802 0.494 -1.115  0.08
O -1.661 1.275 -0.217  -0.30
O -2.033 -0.837 1.127  -0.44
N 0.958 -0.451 -0.506  -0.56
P -1.725 -0.371 -0.215  0.75
H 0.634 -1.240 -1.108  0.01
H 2.296 0.137 1.240  -0.19
S 2.564 -0.402 0.089  0.65
H -1.834 1.395 0.704  0.01


Entry ii
This record from OMol25 describes a single H4NO2PS molecule. The level of theory is wB97M-V/def2-TZVPD.

- Net charge: 0
- HOMO level: -9.27 eV
- LUMO: 0.73 eV
- Frontier orbital gap: 9.991 eV

Last column: Löwdin charge in e.
Geometry (Å):
H -0.798 -2.356 -0.152  0.12
P -0.631 -0.274 0.535  0.65
O -1.693 0.958 0.189  -0.25
H -1.913 1.305 1.019  -0.01
N 0.751 0.094 -0.377  -0.73
S 2.312 0.114 0.205  0.64
O -1.287 -1.451 -0.373  -0.33
H 0.759 0.199 -1.456  0.09
H 2.501 1.411 0.411  -0.17


How far above the most stable structure does each one sit? In kcal/mol: entry i 13.8; entry ii 0.0.